<A>
C2H6N2OS | the ωB97M-V functional and the def2-TZVPD basis

Properties
Charge: 0
Gap between HOMO and LUMO in eV: 9.6

```
12
C2H6N2OS (the ωB97M-V functional and the def2-TZVPD basis)
C -1.30 -1.10 -0.18
C -0.18 -0.02 -0.27
H -1.28 -1.14 1.13
H -1.29 -2.26 -0.77
H -2.40 -0.90 -0.43
H 1.05 -1.59 0.59
H 2.83 0.97 0.46
H -0.66 3.14 0.16
N 1.03 -0.64 0.07
N -0.68 1.18 -0.46
O 0.26 2.35 -0.01
S 2.62 0.01 -0.30
```

=====

<B>
C2H6N2OS | the ωB97M-V functional and the def2-TZVPD basis

Properties
Charge: 0
Gap between HOMO and LUMO in eV: 10.1

```
12
C2H6N2OS (the ωB97M-V functional and the def2-TZVPD basis)
H 1.11 -1.82 1.89
N 0.72 -0.90 1.95
C 0.36 -0.52 0.80
C 0.40 -1.33 -0.48
O 1.05 -0.67 -1.53
N -0.09 0.79 0.65
S -1.27 1.27 -0.47
H -0.59 -1.58 -0.83
H 0.93 -2.30 -0.22
H 2.00 -0.47 -1.27
H -0.09 1.33 1.53
H -0.45 1.73 -1.43
```

=====

Compare the structures above. Which one is the most stable? <B> is.